Record 1
This record from the OMol25 dataset describes a molecular structure, C24H22F9MnN7O4P at a distorted geometry. The level of theory is ωB97M-V/def2-TZVPD.

Values from the calculation:
total charge = +1
calculated total energy = -108924.8991 eV
frontier orbital gap (alpha / beta) = 4.60 / 5.98 eV
lowest unoccupied orbital energy (alpha / beta) = -5.5 / -4.8 eV
HOMO energy (alpha / beta) = -0.370 / -0.396 hartree
<S²> = 9.027
strongest force on any atom = 1.0 eV/Å
2S+1 = 6

Last column: Löwdin charge in e.
Element x y z (Å)
F  3.358  1.610  2.498  0.12
C  2.676  5.146  2.273  -0.13
C  2.875  2.797  2.129  -0.15
F  1.272  0.661  -3.816  0.19
C  1.800  5.144  1.220  -0.14
C  4.511  5.139  4.632  -0.17
C  0.514  -4.184  -1.176  -0.21
H  -2.012  -0.294  -2.171  0.09
O  -1.673  -2.313  -1.662  -0.23
C  0.661  -1.243  5.384  0.01
N  0.364  -0.503  4.166  -0.07
C  -2.829  -3.041  1.028  -0.22
H  -1.075  0.983  4.660  0.15
N  0.130  -0.029  1.978  0.07
H  -4.955  -3.246  1.041  0.09
C  0.467  -0.945  2.916  -0.38
H  1.476  -1.946  5.221  0.09
H  0.123  -6.199  -1.747  0.09
F  0.975  -1.469  -2.495  0.08
H  1.086  -2.831  3.359  0.12
N  -0.547  5.961  -1.781  0.18
C  -0.119  5.087  -1.165  -0.19
N  4.900  6.056  5.214  0.21
N  0.891  -2.171  2.629  0.25
F  1.289  6.311  0.848  0.14
H  -0.214  -1.776  5.755  0.10
H  -0.108  -5.893  -0.019  0.09
C  4.074  3.956  3.969  -0.11
N  -0.672  1.692  -1.010  0.11
H  -2.687  -3.404  2.042  0.12
C  -0.200  2.744  -0.786  -0.15
C  1.386  3.967  0.570  -0.03
H  0.603  1.555  4.601  0.15
H  -2.180  -2.558  -4.226  0.09
F  3.233  0.124  -3.061  0.20
C  -2.318  -1.285  -2.506  -0.21
F  2.957  6.310  2.831  0.15
H  -1.311  -5.323  -1.199  0.08
C  -0.246  1.133  2.667  -0.44
H  1.578  -4.313  -1.004  0.13
H  0.992  -0.540  6.144  0.11
F  2.163  1.787  -2.192  0.18
O  0.069  -3.223  -0.152  -0.27
C  -1.972  -1.522  -3.952  -0.05
H  -2.617  -3.855  0.336  0.11
C  2.033  0.584  -2.732  -0.60
H  -4.384  -1.628  1.487  0.09
C  -0.245  -5.476  -1.017  -0.06
H  0.885  -2.512  1.682  0.08
H  -2.590  -0.873  -4.574  0.10
H  -4.352  -2.146  -0.208  0.07
F  1.812  1.592  0.483  0.01
O  -0.567  2.170  2.156  0.12
C  1.367  -0.426  -1.753  -0.38
C  2.026  2.824  1.065  -0.12
P  -0.853  -1.955  -0.372  0.68
C  0.388  3.943  -0.470  -0.15
C  4.480  2.742  4.602  -0.18
H  0.363  -3.751  -2.159  0.10
C  -0.117  0.868  4.154  0.00
C  -4.212  -2.476  0.823  -0.05
H  -0.926  -1.303  -4.159  0.07
O  -1.837  -1.975  0.851  -0.25
N  4.794  1.780  5.155  0.19
C  3.239  3.968  2.817  -0.04
Mn  0.262  0.115  -0.137  0.85
H  -3.385  -1.388  -2.333  0.12
F  2.327  -0.877  -0.862  0.06



Record 2
This record from the OMol25 dataset describes a molecular structure, C24H22IIrN5S at a distorted geometry. The level of theory is ωB97M-V/def2-TZVPD.

Values from the calculation:
total charge = +1
calculated total energy = -54463.3538 eV
frontier orbital gap (alpha / beta) = 6.34 / 6.30 eV
lowest unoccupied orbital energy (alpha / beta) = -3.9 / -3.9 eV
HOMO energy (alpha / beta) = -0.378 / -0.374 hartree
strongest force on any atom = 2.4 eV/Å

Last column: Löwdin charge in e.
Element x y z (Å)
N  -0.755  0.883  3.710  -0.06
C  0.307  3.342  3.037  -0.01
C  -1.218  1.928  -1.387  -0.12
H  -2.487  -4.655  -3.843  0.10
C  3.174  -0.345  1.173  -0.58
C  -2.855  -1.325  -0.988  -0.13
C  -0.535  2.698  0.676  -0.21
C  -2.908  -3.405  -2.183  -0.24
H  6.394  0.416  0.574  0.11
C  2.605  -0.296  -0.115  -0.25
H  -1.668  -4.910  -1.270  0.13
C  3.515  -0.018  -1.182  -0.16
N  -0.952  1.678  -0.113  0.05
H  -1.336  3.325  -3.001  0.11
H  4.877  -0.123  2.438  0.10
C  4.872  0.250  -0.908  -0.02
C  -0.297  2.384  2.062  -0.25
H  -3.911  -5.119  -2.937  0.10
H  -4.104  -1.688  -2.683  0.12
C  -1.543  -3.043  -0.244  -0.14
H  -3.211  -0.317  -0.823  0.11
H  -1.542  1.088  -1.984  0.10
H  -0.183  -0.806  -1.980  0.07
H  -0.444  3.985  3.494  0.10
C  -1.102  3.182  -1.960  -0.02
N  -0.671  1.184  2.433  -0.14
H  -0.127  4.805  0.827  0.12
H  -3.978  -3.713  -4.010  0.08
N  -1.475  -0.466  5.385  0.10
H  3.736  0.145  -3.314  0.12
H  -1.790  -1.359  5.722  0.10
H  0.778  2.766  3.831  0.08
H  1.055  3.963  2.552  0.09
C  5.353  0.228  0.371  -0.06
N  -1.923  -1.767  -0.144  -0.11
H  -0.852  -3.399  0.510  0.11
C  0.847  -0.602  -1.719  -0.15
H  5.533  0.447  -1.738  0.12
H  1.405  -0.505  -3.789  0.11
C  -3.353  -4.263  -3.313  -0.03
C  1.229  -0.520  -0.394  -0.24
C  -2.007  -3.886  -1.231  0.01
C  3.048  -0.067  -2.510  -0.03
C  4.494  -0.086  1.430  -0.15
H  -0.634  5.243  -1.562  0.12
H  -1.376  0.294  6.034  0.11
C  -0.421  4.001  0.172  0.02
C  -0.709  4.247  -1.153  -0.03
C  1.750  -0.401  -2.772  -0.07
C  -1.223  -0.279  4.085  -0.91
S  -1.535  -1.594  3.008  0.56
I  1.958  -0.986  2.798  1.10
C  -3.361  -2.099  -2.015  0.00
Ir  -0.445  -0.444  0.947  0.98



Record 3
This record from the OMol25 dataset describes a molecular structure, C24H22INO17 at a distorted geometry. The level of theory is ωB97M-V/def2-TZVPD.

Values from the calculation:
calculated total energy = -69639.9923 eV
frontier orbital gap = 7.53 eV
lowest unoccupied orbital energy = -1.9 eV
HOMO energy = -0.345 hartree
strongest force on any atom = 1.1 eV/Å

Last column: Löwdin charge in e.
Element x y z (Å)
C  -1.982  -4.783  -5.150  0.08
O  0.073  1.879  -0.377  0.06
C  -0.173  4.193  -0.253  -0.23
C  -3.705  2.056  4.835  -0.22
O  -0.531  -3.169  -2.324  0.08
C  -0.997  -3.237  -3.453  -0.29
H  4.110  -1.848  -0.288  0.11
C  -2.679  3.662  0.945  -0.24
H  -2.288  1.575  0.787  0.14
C  -1.667  -2.287  -5.552  -0.23
O  -3.863  3.596  1.526  0.10
H  8.570  -1.581  -0.861  0.09
C  -4.711  0.758  7.137  -0.23
H  -2.308  -5.751  -5.502  0.14
H  2.420  -1.984  -2.075  0.11
C  -1.952  2.586  0.608  0.07
H  2.850  -2.165  0.926  0.07
C  -0.665  2.779  -0.019  -0.32
O  -2.620  -3.694  -7.145  0.11
H  4.410  -0.154  -3.520  0.15
O  6.047  -0.185  -2.283  0.04
O  2.050  -3.665  -0.945  -0.05
O  -3.209  2.808  3.867  0.10
C  -4.180  0.815  4.647  0.08
C  2.106  -2.256  -1.060  -0.26
H  -0.796  -1.139  -3.983  0.14
O  -1.271  -5.577  -3.060  0.12
O  -2.947  5.974  1.028  0.10
H  -2.940  3.644  4.299  0.13
O  -5.228  0.014  8.100  0.12
C  -0.901  5.269  0.082  0.07
H  1.314  3.334  -0.941  0.12
C  3.912  0.584  -0.383  -0.65
H  -4.190  0.334  3.679  0.14
O  6.559  -2.365  -2.400  0.13
O  1.024  4.259  -0.810  0.12
C  -4.235  1.998  7.326  0.07
C  -3.694  2.719  6.196  -0.31
C  -4.702  0.086  5.780  -0.31
C  4.651  -0.324  -2.475  -0.18
O  -1.833  -1.320  -6.434  0.13
H  1.131  -1.798  -0.883  0.12
O  3.997  0.682  -1.755  0.05
C  -2.136  -3.646  -6.031  -0.31
H  -4.155  4.523  1.642  0.12
H  -4.237  2.484  8.291  0.14
C  7.635  -1.051  -0.705  0.03
O  -3.224  3.841  6.249  0.11
H  4.342  -1.334  -2.212  0.10
C  -1.447  -4.599  -3.935  -0.23
H  -5.486  -0.830  7.678  0.12
C  -2.197  5.075  0.691  -0.31
H  -2.241  -1.735  -7.221  0.12
H  -0.557  6.280  -0.082  0.14
O  -5.145  -1.048  5.730  0.10
C  -1.133  -2.104  -4.334  0.08
H  -0.885  -5.172  -2.261  0.12
N  2.820  -0.203  0.063  -0.40
C  6.714  -1.305  -1.867  -0.52
H  7.136  -1.414  0.194  0.10
O  4.647  1.225  0.307  0.07
H  1.270  -3.939  -1.441  0.05
I  2.425  0.303  2.036  0.98
H  7.834  0.013  -0.609  0.09
C  3.062  -1.686  -0.023  -0.25